Formula: C49H53MgN3O4P2Si
Source: the Open Molecules 2025 dataset
Level of theory: wB97M-V/def2-TZVPD

XYZ file:
```
113
Properties=species:S:1:pos:R:3:mulliken_charge:R:1
Mg 0.60 -0.23 -0.66 4.21
C 4.00 -3.84 -0.55 -1.25
Si 3.50 -2.09 -1.05 0.12
C 4.37 -0.96 0.15 -0.16
C 4.26 -1.61 -2.71 -1.22
N 1.79 -1.91 -1.04 0.29
C 1.08 -2.67 -1.96 0.39
C 1.65 -3.60 -2.86 -1.02
C 0.90 -4.32 -3.78 -1.30
C -0.47 -4.15 -3.87 -1.12
C -1.08 -3.25 -3.00 -0.83
C -0.32 -2.56 -2.08 0.83
O -0.93 -1.65 -1.17 0.56
C -2.32 -1.55 -1.26 -1.20
C -3.09 -2.44 -0.54 0.63
C -4.48 -2.32 -0.59 -0.88
C -5.06 -1.33 -1.37 -0.55
C -4.26 -0.46 -2.10 -0.99
C -2.87 -0.57 -2.05 0.23
H 4.90 -4.19 -1.07 0.38
H 3.19 -4.56 -0.75 0.36
H 4.21 -3.86 0.53 0.29
H 5.43 -1.25 0.18 0.61
H 3.99 -1.05 1.17 -0.16
H 4.33 0.08 -0.19 -0.34
H 5.25 -2.06 -2.86 0.48
H 4.38 -0.52 -2.73 0.07
H 3.63 -1.88 -3.55 0.40
H 2.72 -3.76 -2.84 0.29
H 1.40 -5.02 -4.45 0.42
H -1.06 -4.69 -4.59 0.40
H -2.15 -3.10 -3.06 0.49
H -2.62 -3.22 0.04 0.47
H -5.10 -3.01 -0.04 0.42
H -6.14 -1.24 -1.41 0.38
H -4.70 0.31 -2.72 0.46
H -2.21 0.05 -2.65 0.59
N 2.28 1.13 1.98 -0.22
P 1.23 -0.25 2.27 -0.06
C 2.38 -1.36 3.16 0.01
C 2.30 -2.73 2.90 -0.11
C 3.13 -3.62 3.57 -0.58
C 4.05 -3.14 4.50 -0.53
C 4.13 -1.77 4.76 -0.74
C 3.29 -0.89 4.10 -0.15
C 0.24 0.27 3.73 0.81
C -0.59 -0.69 4.30 -0.64
C -1.35 -0.40 5.42 -0.63
C -1.31 0.88 5.97 -0.65
C -0.50 1.85 5.40 -0.46
C 0.28 1.55 4.28 -0.46
P 1.76 2.16 0.66 -0.42
C 1.44 3.76 1.52 1.16
C 0.46 4.61 1.03 -0.68
C 0.23 5.84 1.64 -0.47
C 0.97 6.22 2.74 -0.70
C 1.96 5.37 3.24 -0.58
C 2.20 4.15 2.63 -0.88
C 3.35 2.61 -0.14 1.04
C 4.58 2.58 0.50 -0.22
C 5.73 2.97 -0.18 -0.75
C 5.65 3.41 -1.49 -0.69
C 4.42 3.46 -2.13 -0.53
C 3.27 3.06 -1.46 -0.55
H 3.21 0.77 1.79 0.02
H 1.62 -3.09 2.14 0.29
H 3.08 -4.68 3.36 0.45
H 4.71 -3.83 5.01 0.40
H 4.85 -1.40 5.48 0.42
H 3.35 0.17 4.32 0.43
H -0.64 -1.69 3.87 0.36
H -1.99 -1.16 5.86 0.41
H -1.91 1.11 6.84 0.38
H -0.46 2.84 5.82 0.45
H 0.91 2.31 3.84 0.20
H -0.12 4.31 0.16 0.36
H -0.54 6.50 1.24 0.47
H 0.78 7.17 3.23 0.39
H 2.55 5.67 4.10 0.46
H 2.97 3.49 3.01 0.17
H 4.67 2.25 1.53 0.26
H 6.69 2.93 0.32 0.44
H 6.55 3.70 -2.02 0.40
H 4.35 3.80 -3.16 0.48
H 2.31 3.07 -1.97 0.24
O -1.70 -0.26 1.40 0.30
C -3.04 0.21 1.57 -0.55
C -2.98 1.52 2.33 -0.85
C -2.02 2.52 1.67 0.05
C -2.42 2.88 0.26 0.01
C -3.50 3.73 0.03 -0.82
C -3.83 4.07 -1.27 -0.79
C -3.06 3.56 -2.30 -1.08
C -2.01 2.72 -1.99 -0.30
N -1.69 2.37 -0.74 1.15
H -1.75 -1.16 1.07 -0.05
H -3.63 -0.53 2.13 0.58
H -3.52 0.36 0.60 0.02
H -2.66 1.34 3.36 0.21
H -3.99 1.94 2.36 0.59
H -1.02 2.08 1.64 -0.84
H -1.96 3.42 2.28 0.84
H -4.06 4.12 0.87 0.55
H -4.66 4.73 -1.46 0.44
H -3.27 3.81 -3.34 0.50
H -1.39 2.28 -2.77 0.23
C 2.12 1.14 -4.45 -1.00
O 1.94 0.82 -3.06 0.29
C 0.64 0.63 -2.62 -1.00
O -0.26 0.80 -3.43 -0.79
H 3.18 1.33 -4.57 0.23
H 1.54 2.01 -4.73 0.27
H 1.81 0.30 -5.08 0.29
```

As for the total charge: 0. The HOMO-LUMO gap is 7.216 eV. The value obtained for the total energy is -3536.65517 Eh. As for the HOMO energy: -6.68 eV.